[1]
ORCA calculation (wB97M-V/def2-TZVPD) on a 2-piece molecular cluster, C5H5N3O7 overall at a distorted geometry.

Values from the calculation:
**E_tot**: -884.00944 Eh
**E_LUMO (alpha / beta)**: -0.879 / -2.287 eV
**ΔE to the lowest compared entry with this formula, charge and spin**: 3.167 eV
**Total charge**: 0

Last column: Mulliken charge in e.
Atoms and positions in Å:
1 C -0.678 0.697 -1.154  -0.018
2 C -1.775 -0.057 -1.295  -1.145
3 C -0.606 1.336 0.115  -0.398
4 C -2.515 0.216 -0.070  1.196
5 C 1.121 -0.171 1.197  -0.800
6 N 0.250 2.391 0.573  1.041
7 N -2.666 -1.237 0.597  0.923
8 N -3.889 0.947 -0.270  1.017
9 O 1.118 2.788 -0.177  -0.576
10 O 0.073 2.810 1.735  -0.565
11 O -1.814 -1.547 1.356  -0.533
12 O -3.556 -1.880 0.129  -0.573
13 O -4.592 1.021 0.675  -0.558
14 O -3.969 1.306 -1.405  -0.556
15 O -1.702 0.979 0.794  -0.383
16 H 0.083 0.795 -1.874  0.570
17 H -2.248 -0.520 -2.288  0.355
18 H 0.862 0.169 2.147  0.375
19 H 1.961 0.199 0.528  0.333
20 H 0.599 -1.022 0.932  0.297

Atoms 1-6, force components in eV/Å:
C 1.07 0.14 -0.92
C -1.02 0.51 -2.59
C 1.20 -1.70 0.03
C 0.22 -1.09 1.81
C 1.11 1.72 -2.49
N -0.71 0.65 1.88


[2]
ORCA calculation (wB97M-V/def2-TZVPD) on a 14-piece molecular cluster, C27H83N27O14Si overall at a distorted geometry.

Values from the calculation:
**E_tot**: -3900.38926 Eh
**E_LUMO**: 0.615 eV
**Total charge**: 0

Last column: Mulliken charge in e.
Atoms and positions in Å:
1 C 4.420 -0.979 3.780  -0.658
2 O 3.252 -1.663 3.360  -0.401
3 C 3.240 -2.158 2.023  -0.930
4 C 2.323 -1.340 1.081  1.263
5 C 3.019 -0.794 -0.198  -0.692
6 C 3.304 0.712 -0.222  -0.557
7 C 3.864 1.353 1.054  1.264
8 C 3.358 2.785 1.146  -1.639
9 C 1.963 2.912 1.744  0.894
10 C 1.902 2.855 3.281  -1.445
11 C 1.078 1.690 3.831  -0.245
12 C -0.410 1.907 3.482  -0.399
13 Si -1.280 0.382 2.810  0.277
14 C -3.051 0.860 2.270  -1.161
15 C -3.480 0.430 0.864  0.817
16 C -2.896 -0.848 0.289  -0.989
17 N -4.296 1.122 0.134  -0.762
18 H 4.148 0.008 4.187  0.157
19 H 4.932 -1.545 4.574  0.270
20 H 5.126 -0.815 2.956  0.298
21 H 4.260 -2.233 1.618  0.393
22 H 2.852 -3.187 2.082  0.349
23 H 1.946 -0.487 1.667  -1.177
24 H 1.497 -1.989 0.767  0.567
25 H 3.949 -1.344 -0.421  0.414
26 H 2.352 -0.997 -1.052  0.051
27 H 2.425 1.284 -0.548  0.021
28 H 4.070 0.866 -1.000  0.341
29 H 4.958 1.407 1.018  0.326
30 H 3.549 0.828 1.968  -1.050
31 H 4.033 3.348 1.807  0.373
32 H 3.401 3.251 0.152  0.450
33 H 1.605 3.909 1.451  0.336
34 H 1.269 2.183 1.297  -0.463
35 H 1.385 3.763 3.636  0.400
36 H 2.909 2.895 3.718  0.557
37 H 1.166 1.707 4.927  0.420
38 H 1.442 0.719 3.461  -0.115
39 H -0.513 2.709 2.734  0.282
40 H -0.974 2.193 4.382  0.462
41 H -0.503 -0.216 1.714  0.026
42 H -1.404 -0.607 3.912  -0.317
43 H -3.138 1.958 2.318  0.582
44 H -3.735 0.441 3.022  0.473
45 H -3.616 -1.233 -0.442  0.476
46 H -2.736 -1.601 1.070  0.086
47 H -1.954 -0.627 -0.232  0.118
48 H -4.612 1.955 0.637  0.290
49 C -2.370 -4.552 0.069  0.554
50 O -1.550 -3.865 0.682  -0.586
51 N -3.656 -4.721 0.473  -0.111
52 N -2.051 -5.199 -1.081  -0.380
53 H -4.319 -5.265 -0.047  0.184
54 H -3.963 -4.324 1.343  0.018
55 H -1.111 -5.108 -1.421  0.193
56 H -2.713 -5.746 -1.605  0.141
57 C -0.502 1.428 -2.282  0.325
58 O -0.073 1.170 -1.170  -0.245
59 N 0.300 1.465 -3.382  -0.223
60 N -1.813 1.711 -2.534  -0.204
61 H -0.066 1.687 -4.292  0.100
62 H 1.279 1.265 -3.278  0.150
63 H -2.457 1.671 -1.767  0.070
64 H -2.160 1.907 -3.459  0.161
65 C 5.840 5.563 0.652  0.843
66 O 6.424 4.771 1.380  -0.664
67 N 6.066 5.595 -0.696  -0.415
68 N 4.922 6.448 1.119  -0.321
69 H 5.596 6.224 -1.318  0.152
70 H 6.711 4.922 -1.070  0.176
71 H 4.719 6.462 2.102  0.154
72 H 4.438 7.098 0.530  0.121
73 C -1.802 5.064 -0.090  0.538
74 O -1.073 5.644 -0.873  -0.675
75 N -2.904 5.670 0.459  -0.333
76 N -1.594 3.777 0.307  0.108
77 H -3.523 5.216 1.103  0.144
78 H -3.090 6.616 0.183  0.218
79 H -0.800 3.291 -0.076  -0.244
80 H -2.193 3.293 0.947  0.035
81 C 4.689 -1.693 -4.049  0.587
82 O 4.013 -0.748 -4.414  -0.702
83 N 6.034 -1.767 -4.303  -0.399
84 N 4.162 -2.763 -3.388  -0.324
85 H 6.607 -2.540 -4.022  0.176
86 H 6.448 -1.002 -4.802  0.222
87 H 3.178 -2.735 -3.187  0.191
88 H 4.697 -3.559 -3.096  0.171
89 C -7.163 -4.886 2.249  0.590
90 O -6.489 -5.285 1.310  -0.668
91 N -6.611 -4.409 3.397  -0.269
92 N -8.528 -4.910 2.224  -0.196
93 H -7.159 -4.096 4.176  0.162
94 H -5.608 -4.458 3.490  0.261
95 H -8.952 -5.276 1.393  0.107
96 H -9.122 -4.608 2.976  0.138
97 C -2.574 -4.234 4.434  0.663
98 O -3.656 -4.625 4.017  -0.751
99 N -1.610 -3.757 3.614  -0.082
100 N -2.279 -4.233 5.772  -0.418
101 H -0.740 -3.384 3.945  0.154
102 H -1.792 -3.761 2.619  -0.025
103 H -2.981 -4.580 6.398  0.230
104 H -1.403 -3.916 6.142  0.155
105 C 7.707 1.850 -0.704  0.642
106 O 6.539 2.114 -0.912  -0.563
107 N 8.430 2.448 0.285  -0.324
108 N 8.384 0.924 -1.460  -0.446
109 H 9.397 2.252 0.458  0.158
110 H 7.947 3.126 0.860  0.250
111 H 7.868 0.467 -2.189  0.211
112 H 9.345 0.683 -1.310  0.134
113 C 4.801 -4.681 -7.210  0.614
114 O 4.682 -5.525 -6.339  -0.644
115 N 4.639 -3.350 -6.965  -0.296
116 N 5.114 -5.009 -8.502  -0.389
117 H 4.741 -2.636 -7.662  0.154
118 H 4.406 -3.085 -6.026  0.255
119 H 5.241 -5.982 -8.710  0.225
120 H 5.217 -4.334 -9.236  0.162
121 C 3.208 8.573 4.121  0.653
122 O 3.837 8.140 3.171  -0.674
123 N 3.811 9.245 5.145  -0.398
124 N 1.857 8.417 4.229  -0.387
125 H 3.317 9.609 5.937  0.159
126 H 4.805 9.368 5.088  0.223
127 H 1.391 7.923 3.490  0.218
128 H 1.319 8.763 5.001  0.165
129 C -4.400 -5.389 -4.274  0.651
130 O -3.846 -6.085 -3.439  -0.676
131 N -4.142 -5.516 -5.608  -0.403
132 N -5.312 -4.434 -3.936  -0.362
133 H -4.580 -4.954 -6.312  0.156
134 H -3.470 -6.210 -5.881  0.222
135 H -5.514 -4.314 -2.959  0.207
136 H -5.773 -3.846 -4.604  0.166
137 C -12.366 -5.078 2.586  0.642
138 O -11.476 -4.689 3.323  -0.635
139 N -13.655 -5.199 3.021  -0.421
140 N -12.162 -5.418 1.280  -0.323
141 H -14.409 -5.514 2.440  0.155
142 H -13.841 -4.957 3.976  0.216
143 H -11.232 -5.332 0.915  0.173
144 H -12.891 -5.737 0.672  0.169
145 C -1.369 3.770 -5.885  0.663
146 O -1.937 2.702 -5.693  -0.668
147 N -0.881 4.505 -4.852  -0.253
148 N -1.175 4.278 -7.136  -0.421
149 H -0.388 5.373 -4.945  0.167
150 H -1.028 4.125 -3.933  0.105
151 H -1.525 3.743 -7.909  0.227
152 H -0.709 5.147 -7.312  0.156

Atoms 1-6, force components in eV/Å:
C 0.10 0.16 0.09
O 0.19 0.06 -0.08
C -0.29 -0.25 -0.11
C 0.58 0.08 -0.24
C -0.44 -0.14 -0.16
C 0.62 -0.02 -0.27


[3]
ORCA calculation (wB97M-V/def2-TZVPD) on C22H32BN7Ru as an isolated structure at a distorted geometry.

Values from the calculation:
**E_tot**: -1358.67095 Eh
**E_LUMO (alpha / beta)**: -14.718 / -15.226 eV
**Total charge**: +4
**2S+1**: 5

Last column: Löwdin spin population.
Atoms and positions in Å:
1 C 1.257 -0.506 -2.301  0.014
2 N 0.693 0.681 -1.952  0.029
3 N 1.378 1.671 -2.648  0.004
4 C 2.404 1.126 -3.319  0.039
5 C 2.405 -0.250 -3.087  0.025
6 B 0.742 3.108 -2.594  0.000
7 N -0.819 3.088 -2.805  0.015
8 N -1.672 2.254 -2.072  0.115
9 C -2.951 2.512 -2.481  -0.004
10 C -2.910 3.572 -3.420  0.078
11 C -1.559 3.915 -3.550  0.093
12 Ru -0.771 1.256 -0.619  2.181
13 N 0.973 3.622 -1.158  0.012
14 N 0.395 3.023 -0.059  0.190
15 C 0.806 3.752 1.036  0.018
16 C 1.639 4.812 0.588  0.041
17 C 1.694 4.695 -0.792  0.059
18 H 0.555 3.566 2.066  -0.001
19 H 2.175 5.281 -1.560  0.003
20 H 2.152 5.550 1.172  0.002
21 H 1.252 3.822 -3.405  0.000
22 H -1.028 4.674 -4.106  0.003
23 H 3.048 1.741 -3.946  0.001
24 H -3.734 4.018 -3.937  0.003
25 H 3.129 -0.970 -3.403  0.001
26 H -3.799 1.963 -2.094  -0.002
27 H 0.798 -1.451 -2.030  0.003
28 H -1.875 2.136 0.659  0.006
29 C -2.864 1.554 0.701  0.044
30 H -3.709 2.131 0.301  0.000
31 H -2.758 0.667 0.083  0.019
32 H -3.013 1.198 1.725  0.001
33 C 0.591 -4.041 3.868  0.009
34 C 1.144 -3.509 2.567  0.083
35 C 1.350 -4.317 1.432  0.227
36 C 1.795 -3.752 0.209  0.016
37 C 2.007 -4.680 -0.973  -0.006
38 C 1.941 -2.347 0.149  0.210
39 C 1.178 -1.615 1.129  0.293
40 C 1.370 -2.133 2.447  -0.049
41 N -0.075 -1.049 0.859  -0.005
42 C -0.852 -0.587 1.806  0.067
43 C -1.423 -2.544 0.257  0.102
44 C -0.391 0.207 2.977  0.008
45 C -2.211 -1.122 2.091  0.007
46 H 0.349 -5.098 3.800  -0.001
47 H 1.295 -3.908 4.693  0.005
48 H -0.325 -3.540 4.214  0.003
49 H 1.275 -5.415 1.528  0.008
50 H 2.667 -5.524 -0.732  -0.001
51 H 1.077 -5.142 -1.348  -0.003
52 H 2.438 -4.171 -1.834  0.000
53 H 2.551 -1.768 -0.538  0.010
54 H 1.493 -1.474 3.296  0.001
55 H -1.754 -3.166 1.114  0.005
56 H -2.182 -1.924 -0.278  0.006
57 H -0.566 -2.938 -0.278  0.003
58 H 0.689 0.460 2.915  0.001
59 H -1.073 1.119 2.972  0.002
60 H -0.643 -0.487 3.852  0.003
61 H -2.109 -2.063 2.631  0.004
62 H -2.992 -1.223 1.341  0.000
63 H -2.645 -0.460 2.840  0.001

Atoms 1-6, force components in eV/Å:
C 1.12 0.81 -0.44
N -0.13 0.52 -0.51
N -1.19 -0.45 0.31
C -0.58 0.23 0.36
C -1.35 -0.34 0.80
B 0.27 0.09 0.25